No. 1
Molecular formula: C20H23N3O3S
Method: DFT, the ωB97M-V functional and the def2-TZVPD basis

Last column: Löwdin charge in e.
Atoms and positions in Å:
1 C 0.159 1.313 2.833  -0.1078
2 O 1.073 0.353 2.356  -0.1828
3 C 2.425 0.640 2.601  -0.1953
4 C 3.046 1.564 1.529  -0.1115
5 N 2.816 1.011 0.225  -0.0209
6 C 1.784 1.320 -0.606  -0.5860
7 S 0.795 2.727 -0.356  1.0502
8 C -0.276 2.673 -1.833  -0.3316
9 C -1.719 2.345 -1.445  -0.4139
10 O -2.550 3.236 -1.480  0.0625
11 C -1.989 0.992 -1.038  -0.1542
12 N -1.055 -0.019 -1.114  0.1501
13 C -1.559 -1.153 -0.626  -0.2091
14 C -0.759 -2.395 -0.563  0.0050
15 C -2.885 -0.916 -0.223  -0.0687
16 C -3.723 -1.981 0.325  -0.3962
17 C -5.187 -1.689 0.551  -0.0089
18 O -3.266 -3.080 0.576  0.0634
19 C -3.155 0.451 -0.488  -0.1272
20 C -4.393 1.229 -0.222  -0.0262
21 N 1.647 0.493 -1.613  0.0760
22 C 2.640 -0.444 -1.451  -0.2196
23 C 2.957 -1.554 -2.222  -0.0193
24 C 4.020 -2.331 -1.808  -0.0924
25 C 4.754 -2.019 -0.664  -0.0910
26 C 4.450 -0.919 0.116  -0.0178
27 C 3.381 -0.138 -0.289  -0.1562
28 H 0.286 2.284 2.344  0.0496
29 H -0.831 0.925 2.599  0.0940
30 H 0.256 1.440 3.917  0.0908
31 H 2.936 -0.327 2.570  0.1235
32 H 2.565 1.090 3.593  0.1277
33 H 2.591 2.557 1.564  0.0988
34 H 4.120 1.655 1.706  0.1332
35 H -0.257 3.678 -2.256  0.0853
36 H 0.168 1.956 -2.520  0.0777
37 H -0.102 0.076 -1.474  0.0965
38 H -1.320 -3.227 -0.983  0.0874
39 H 0.183 -2.271 -1.093  0.0691
40 H -0.556 -2.648 0.477  0.0958
41 H -5.687 -2.608 0.846  0.0834
42 H -5.304 -0.954 1.344  0.0798
43 H -5.643 -1.299 -0.354  0.0806
44 H -4.212 2.279 -0.434  0.0667
45 H -4.705 1.124 0.815  0.0796
46 H -5.208 0.888 -0.859  0.0863
47 H 2.393 -1.788 -3.111  0.1127
48 H 4.294 -3.202 -2.383  0.1008
49 H 5.579 -2.654 -0.380  0.1009
50 H 5.025 -0.682 0.998  0.1086

Results
ΔE to the lowest compared entry with this formula, charge and spin = 139.6 kJ/mol
HOMO = -0.30115 hartree
E_LUMO = 0.47 eV
Charge = 0
Total energy = -1564.12906 a.u.
Spin multiplicity = 1

No. 2
Molecular formula: C3H6N4O2
Method: DFT, the ωB97M-V functional and the def2-TZVPD basis

Last column: Löwdin charge in e.
Atoms and positions in Å:
1 C 1.120 -0.777 0.220  0.1315
2 C -0.098 1.055 0.169  0.1282
3 C 1.938 0.327 0.716  -0.0507
4 N 1.050 1.433 0.630  0.1850
5 N -0.092 -0.314 -0.101  -0.0991
6 N -1.110 -0.968 -0.578  0.0751
7 N -2.780 -0.544 -0.958  -0.2716
8 O -2.916 0.565 -0.738  0.2619
9 O -3.258 -1.502 -1.319  0.3261
10 H 1.409 -1.811 0.123  0.1741
11 H -0.961 1.696 0.009  0.1837
12 H 2.317 0.165 1.745  0.2001
13 H 2.878 0.478 0.148  0.1992
14 H 1.294 2.388 0.899  0.2254
15 H -0.790 -2.191 -0.964  0.3312

Results
ΔE to the lowest compared entry with this formula, charge and spin = 398.1 kJ/mol
HOMO (alpha / beta) = -0.69172 / -0.69168 hartree
E_LUMO (alpha / beta) = -10.72 / -10.72 eV
Charge = +2
Total energy = -486.46219 a.u.
Spin multiplicity = 1

No. 3
Molecular formula: C42H33BCdCl2N7O2PS3Se
Method: DFT, the ωB97M-V functional and the def2-TZVPD basis

Last column: Löwdin charge in e.
Atoms and positions in Å:
1 Cd -2.331 0.604 -0.771  1.0494
2 N -3.339 -1.633 -2.958  -0.1328
3 P -1.935 -1.747 -1.972  0.9737
4 C -2.196 -3.218 -1.026  -0.4131
5 C -1.491 -3.306 0.162  -0.1352
6 C -1.824 -4.198 1.175  -0.0592
7 C -2.998 -5.022 1.017  -0.0578
8 C -3.704 -4.933 -0.212  -0.0753
9 C -3.311 -4.019 -1.217  -0.0859
10 C -0.469 -2.057 -3.221  -0.6263
11 C -1.009 -2.144 -4.611  -0.1577
12 C -0.819 -3.234 -5.404  -0.0958
13 C -0.169 -4.441 -4.949  -0.1039
14 C 0.355 -4.443 -3.708  -0.0931
15 C 0.567 -3.238 -2.879  -0.2560
16 C -4.500 -1.154 -2.372  -0.3980
17 C -5.682 -1.315 -3.098  -0.0313
18 C -6.906 -1.041 -2.545  -0.0710
19 C -6.879 -0.617 -1.234  -0.0904
20 C -5.708 -0.468 -0.523  -0.1078
21 N -4.506 -0.725 -1.084  0.0488
22 H -3.495 -2.189 -3.761  0.0793
23 H -0.616 -2.628 0.347  0.1136
24 H -1.257 -4.220 2.067  0.0856
25 H -3.215 -5.734 1.807  0.0892
26 H -4.623 -5.514 -0.375  0.0970
27 H -3.742 -3.993 -2.217  0.1017
28 H -1.472 -1.217 -4.984  0.1154
29 H -1.064 -3.335 -6.447  0.0893
30 H -0.074 -5.319 -5.624  0.1075
31 H 0.708 -5.414 -3.258  0.1196
32 H 0.484 -3.508 -1.752  0.1550
33 H -5.625 -1.769 -4.066  0.1009
34 H -7.887 -1.054 -3.012  0.1080
35 H -7.798 -0.301 -0.758  0.1002
36 H -5.703 -0.131 0.539  0.1177
37 S -3.550 2.806 -0.152  0.4949
38 C -4.190 2.159 1.270  -0.8724
39 C -5.575 2.449 1.604  -0.3417
40 N -6.640 2.598 2.067  0.1111
41 C -3.653 1.159 2.187  -0.8936
42 S -2.192 0.377 1.882  0.3885
43 C -4.350 0.894 3.389  -0.3596
44 N -4.867 0.618 4.402  0.1030
45 Cl 2.501 -1.341 1.885  0.7406
46 C 1.968 -2.705 -3.102  -0.2052
47 C 3.106 -3.516 -3.197  -0.0504
48 C 4.295 -2.976 -3.672  -0.1082
49 C 4.417 -1.598 -3.827  -0.1059
50 C 3.271 -0.771 -3.780  -0.6412
51 Cl 3.263 0.946 -4.140  0.6591
52 C 2.091 -1.317 -3.290  -0.5022
53 S 0.560 -0.477 -3.179  0.9542
54 H 3.033 -4.604 -2.916  0.1234
55 H 5.167 -3.650 -3.800  0.1043
56 H 5.358 -1.124 -4.106  0.0983
57 Se -0.504 3.396 -1.660  0.6953
58 N -1.144 4.497 -2.894  -0.3955
59 C -2.030 3.946 -3.681  -0.4415
60 C -2.676 4.610 -4.756  -0.1266
61 C -3.597 3.813 -5.447  -0.1877
62 C -3.839 2.454 -5.063  -0.2789
63 N -3.282 1.833 -4.005  0.0234
64 C -2.320 2.502 -3.350  -0.5722
65 N -1.532 2.015 -2.431  -0.4752
66 H -2.674 5.690 -4.808  0.0642
67 H -4.140 4.207 -6.296  0.0491
68 H -4.616 1.916 -5.605  0.0384
69 C 4.889 4.511 7.232  -0.0832
70 C 5.713 3.841 6.124  -0.5241
71 C 7.190 3.812 6.620  -0.0491
72 C 5.537 4.875 4.952  -0.0532
73 C 5.339 2.396 5.849  -0.1873
74 C 4.766 1.536 6.737  -0.0634
75 C 4.257 0.328 6.382  -0.0074
76 C 4.416 -0.056 5.069  -0.1785
77 O 3.551 -0.962 4.417  0.0711
78 B 3.722 -0.669 2.981  -0.8212
79 O 4.771 0.326 2.832  0.1191
80 C 5.114 0.735 4.116  -0.1730
81 C 5.608 1.941 4.533  0.0620
82 H 5.456 5.408 7.502  0.0730
83 H 4.774 3.890 8.134  0.0717
84 H 3.869 4.804 6.965  0.0949
85 H 7.425 4.675 7.257  0.0712
86 H 7.883 3.919 5.755  0.0825
87 H 7.502 2.870 7.138  0.0942
88 H 5.485 5.821 5.520  0.0721
89 H 4.603 4.723 4.332  0.1148
90 H 6.380 4.998 4.268  0.0698
91 H 4.633 1.876 7.803  0.1269
92 H 3.682 -0.337 7.083  0.1444
93 H 6.010 2.608 3.795  0.1222

Results
ΔE to the lowest compared entry with this formula, charge and spin = 207.2 kJ/mol
HOMO (alpha / beta) = 0.04886 / 0.05338 hartree
E_LUMO (alpha / beta) = 3.12 / 3.12 eV
Charge = -2
Total energy = -7204.38951 a.u.
Spin multiplicity = 1

No. 4
Molecular formula: C26H34N6O2S
Method: DFT, the ωB97M-V functional and the def2-TZVPD basis

Last column: Löwdin charge in e.
Atoms and positions in Å:
1 C -6.844 -1.134 -0.163  -0.0384
2 C -6.095 -0.070 0.565  -0.3067
3 C -6.350 1.275 0.584  -0.0591
4 C -5.440 1.865 1.481  -0.0567
5 C -4.655 0.864 1.989  -0.2956
6 C -3.576 0.967 3.007  -0.0215
7 N -5.052 -0.317 1.422  -0.0351
8 C -4.454 -1.604 1.647  -0.1050
9 C -2.949 -1.659 1.283  -0.1661
10 N -2.609 -0.679 0.277  -0.1738
11 C -1.204 -0.333 0.230  -0.1674
12 C -1.044 0.907 -0.656  -0.1225
13 N -1.532 0.616 -1.981  -0.0536
14 C -0.815 0.464 -3.113  -0.5266
15 O -1.328 0.149 -4.171  0.0495
16 C 0.682 0.720 -3.043  -0.3171
17 S 1.531 -0.652 -2.189  1.0257
18 C 2.418 0.181 -0.908  -0.4573
19 N 2.138 1.440 -0.749  0.0712
20 C 2.874 2.192 0.105  -0.2116
21 C 2.573 3.546 0.308  -0.0165
22 C 3.379 4.297 1.124  -0.0869
23 C 4.496 3.725 1.749  -0.0843
24 C 4.804 2.401 1.571  -0.0176
25 C 3.986 1.603 0.753  -0.2116
26 N 4.235 0.284 0.615  0.1818
27 C 3.463 -0.461 -0.146  -0.2729
28 N 3.780 -1.782 -0.255  -0.0747
29 C 2.784 -2.832 -0.307  -0.1520
30 C 2.458 -3.293 1.123  -0.1847
31 O 3.609 -3.739 1.796  -0.1290
32 C 4.593 -2.727 1.852  -0.1808
33 C 4.965 -2.248 0.446  -0.1280
34 C -2.921 0.207 -1.960  -0.1003
35 C -3.073 -1.014 -1.055  -0.1390
36 H -7.649 -0.668 -0.725  0.0810
37 H -7.286 -1.851 0.531  0.0813
38 H -6.219 -1.684 -0.869  0.0630
39 H -7.112 1.780 0.023  0.0969
40 H -5.378 2.905 1.734  0.0965
41 H -2.590 0.924 2.546  0.0607
42 H -3.665 1.919 3.525  0.0823
43 H -3.650 0.166 3.743  0.0784
44 H -4.563 -1.888 2.701  0.1267
45 H -5.003 -2.335 1.052  0.1107
46 H -2.356 -1.435 2.172  0.1066
47 H -2.700 -2.689 0.971  0.1251
48 H -0.849 -0.105 1.238  0.1188
49 H -0.587 -1.157 -0.176  0.1077
50 H -0.007 1.238 -0.667  0.0801
51 H -1.666 1.707 -0.238  0.1358
52 H 1.065 0.731 -4.063  0.0861
53 H 0.955 1.632 -2.514  0.0730
54 H 1.712 3.970 -0.186  0.1122
55 H 3.158 5.341 1.288  0.1013
56 H 5.117 4.341 2.383  0.1021
57 H 5.653 1.944 2.053  0.1104
58 H 3.206 -3.668 -0.872  0.1353
59 H 1.877 -2.493 -0.800  0.0413
60 H 1.998 -2.456 1.674  0.1294
61 H 1.767 -4.137 1.106  0.1283
62 H 4.224 -1.871 2.436  0.1240
63 H 5.454 -3.168 2.356  0.1269
64 H 5.380 -3.081 -0.128  0.1313
65 H 5.684 -1.432 0.503  0.1168
66 H -3.226 -0.023 -2.981  0.1237
67 H -3.530 1.026 -1.563  0.1337
68 H -4.124 -1.292 -1.009  0.0994
69 H -2.502 -1.860 -1.481  0.1375

Results
ΔE to the lowest compared entry with this formula, charge and spin = 57.2 kJ/mol
HOMO = -0.27853 hartree
E_LUMO = -0.15 eV
Charge = 0
Total energy = -1888.36450 a.u.
Spin multiplicity = 1

Among the records above, which one has the highest charge? C3H6N4O2